[1]
A molecular structure, C3H8N3S. Source: the Open Molecules 2025 dataset; level of theory: the ωB97M-V functional and the def2-TZVPD basis.

Strongest force on any atom: 6.17 eV/Å
ΔE to the lowest compared entry with this formula, charge and spin: 269.5 kJ/mol
Total energy: -681.07684 hartree
Frontier orbital gap (spin up / spin down): 6.3 / 7.4 eV

The geometry in ORCA input format:
```
! RIJCOSX wB97M-V def2-TZVPD def2/J DEFGRID3
* xyz 1 3
C 0.0089 -0.2830 1.2249
C -1.4933 -0.2747 -0.4597
C 0.6379 0.6859 -0.9052
N -2.3030 -0.7874 0.6145
N -0.2238 0.0491 0.0571
N 1.8206 -0.1581 1.8191
S -1.1665 -1.0871 2.0330
H -1.3501 -1.1177 -1.2941
H -2.1232 0.5216 -0.8906
H 1.1975 0.0539 -1.4825
H -0.0008 1.2248 -1.5689
H 1.3464 1.3874 -0.3896
H -2.9088 -1.5925 0.6146
H 2.1654 -1.1539 2.1076
H 1.7125 0.3950 2.6792
*
```

What are the Löwdin partial charges on each atom? They are as follows, in elementary charge units: number 1, C, carries -0.502; number 2, C, carries -0.219; number 3, C, carries 0.024; number 4, N, carries -0.142; number 5, N, carries -0.175; number 6, N, carries 0.061; number 7, S, carries 1.051; number 8, H, carries 0.218; number 9, H, carries 0.165; number 10, H, carries 0.083; number 11, H, carries 0.098; number 12, H, carries 0.134; number 13, H, carries 0.093; number 14, H, carries 0.085; number 15, H, carries 0.027

---

[2]
A gas-phase ion, C3H8N4 (charge +2). Source: the Open Molecules 2025 dataset; level of theory: the ωB97M-V functional and the def2-TZVPD basis.

Strongest force on any atom: 3.75 eV/Å
ΔE to the lowest compared entry with this formula, charge and spin: 336.9 kJ/mol
Total energy: -337.31115 hartree
SMILES string: C=[NH+]CNC=[N+]=N
Frontier orbital gap: 8.2 eV

The geometry in ORCA input format:
```
! RIJCOSX wB97M-V def2-TZVPD def2/J DEFGRID3
* xyz 2 1
C 0.0684 -0.7717 1.4798
N 0.2329 0.4691 1.1993
C -0.3027 1.3101 0.1589
N -1.0094 0.6577 -0.9134
C -0.6540 -0.5303 -1.4751
N 0.3206 -1.3073 -1.2088
N 0.9159 -2.3251 -1.4029
H -0.7570 -1.4125 1.1810
H 0.6892 -1.0515 2.2816
H 0.9564 0.9251 1.8261
H -0.8352 2.1715 0.5827
H 0.6338 1.9050 -0.2413
H -1.5421 1.2317 -1.6070
H -1.1323 -0.8053 -2.3793
H 1.6753 -2.4557 -2.1905
*
```

What are the Löwdin partial charges on each atom? They are as follows, in elementary charge units: number 1, C, carries 0.204; number 2, N, carries 0.073; number 3, C, carries -0.122; number 4, N, carries 0.087; number 5, C, carries -0.055; number 6, N, carries 0.039; number 7, N, carries 0.298; number 8, H, carries 0.147; number 9, H, carries 0.126; number 10, H, carries 0.227; number 11, H, carries 0.170; number 12, H, carries 0.203; number 13, H, carries 0.206; number 14, H, carries 0.181; number 15, H, carries 0.216

---

[3]
A molecular structure, C3H8N4O. Source: the Open Molecules 2025 dataset; level of theory: the ωB97M-V functional and the def2-TZVPD basis.

Strongest force on any atom: 4.83 eV/Å
ΔE to the lowest compared entry with this formula, charge and spin: 591.6 kJ/mol
Total energy: -413.19073 hartree
Frontier orbital gap (spin up / spin down): 6.9 / 7.0 eV

The geometry in ORCA input format:
```
! RIJCOSX wB97M-V def2-TZVPD def2/J DEFGRID3
* xyz 0 1
C 0.0256 1.8036 -0.9740
N 0.3394 0.8414 0.0574
N -0.3272 0.9582 1.2143
C 0.3290 -0.9578 -0.3972
N 1.2811 -1.6568 0.2664
C -0.9814 -0.3309 1.4494
N 0.0048 -1.1201 -1.6183
O -0.7201 -1.2239 2.2322
H -0.9263 1.7829 1.3016
H 1.6015 -2.5266 -0.1357
H 1.1171 -1.7262 1.2640
H 0.5501 -1.8443 -2.0932
H -2.0452 -0.1148 1.2514
H 0.7696 1.8358 -1.7705
H -0.1172 2.8194 -0.5898
H -0.9007 1.4602 -1.4580
*
```

What are the Löwdin partial charges on each atom? They are as follows, in elementary charge units: number 1, C, carries -0.101; number 2, N, carries -0.114; number 3, N, carries -0.063; number 4, C, carries -0.411; number 5, N, carries 0.106; number 6, C, carries -0.308; number 7, N, carries 0.097; number 8, O, carries 0.061; number 9, H, carries 0.122; number 10, H, carries 0.102; number 11, H, carries 0.073; number 12, H, carries 0.051; number 13, H, carries 0.140; number 14, H, carries 0.080; number 15, H, carries 0.086; number 16, H, carries 0.078